(1)
Density functional theory data (ωB97M-V/def2-TZVPD) for a cluster of 6 separate species, C20H25BF19O10 in total at a distorted geometry.

Last column: Mulliken charge in e.
Cartesian coordinates (Å):
F -3.62 -7.69 -21.71  -0.25
F -9.60 -5.49 -9.29  -0.37
F -21.21 -12.67 -7.53  -0.25
F -13.94 2.67 -14.42  -0.27
F -11.80 -3.05 -1.74  -0.26
F -9.22 -15.80 -14.49  -0.22
F -2.99 -8.29 -19.66  -0.23
F -12.91 1.07 -15.59  -0.23
F -12.49 -4.49 -3.13  -0.24
F -20.32 -14.33 -6.61  -0.26
F -10.85 -4.73 -10.87  -0.43
F -11.21 -6.89 -9.93  -0.41
F -2.01 -6.61 -20.77  -0.23
F -7.94 -16.23 -12.80  -0.22
F -7.17 -15.49 -14.68  -0.28
F -15.11 1.17 -15.51  -0.23
F -19.47 -12.44 -6.33  -0.25
F -11.62 -4.94 -8.77  -0.39
F -13.86 -3.79 -1.74  -0.24
O -8.89 -12.91 -13.97  -0.55
O -4.74 -6.58 -18.77  -0.22
O -12.39 -1.87 -4.34  -0.53
O -8.37 -13.77 -11.93  -0.28
O -18.64 -14.44 -8.71  -0.50
O -4.21 -5.02 -20.48  -0.54
O -12.89 0.34 -12.88  -0.56
O -15.11 0.01 -13.26  -0.22
O -14.36 -1.60 -3.25  -0.31
O -18.52 -12.10 -8.81  -0.27
C -5.62 -5.63 -18.10  -0.29
C -5.97 -6.02 -16.61  -1.11
C -15.30 -1.09 -12.44  -0.28
C -13.98 0.53 -13.51  0.43
C -17.47 -12.10 -9.81  -0.07
C -7.37 -11.46 -11.36  -1.07
C -13.17 -2.19 -3.43  0.49
C -4.14 -6.15 -19.95  0.38
C -15.41 -1.27 -5.24  -1.15
C -14.83 -0.56 -4.01  -0.18
C -8.59 -13.91 -13.27  0.46
C -8.50 -12.53 -11.22  -0.23
C -12.87 -3.38 -2.51  0.79
C -3.16 -7.22 -20.50  0.83
C -19.02 -13.34 -8.35  0.35
C -13.98 1.33 -14.83  0.83
C -16.65 -10.84 -9.72  -1.23
C -16.43 -2.06 -12.95  -1.08
C -8.25 -15.41 -13.79  0.80
C -20.04 -13.18 -7.24  0.90
B -10.86 -5.56 -9.72  0.60
H -7.14 -11.28 -12.40  0.30
H -16.12 -2.04 -4.95  0.31
H -15.96 -0.51 -5.80  0.37
H -5.08 -5.81 -16.02  0.31
H -9.38 -11.98 -11.54  0.30
H -15.53 -0.83 -11.40  0.30
H -16.57 -2.81 -12.17  0.36
H -15.83 -10.87 -10.43  0.39
H -6.44 -7.00 -16.50  0.32
H -6.55 -5.55 -18.65  0.30
H -16.86 -12.95 -9.52  0.30
H -8.62 -12.84 -10.18  0.30
H -17.33 -1.47 -13.10  0.31
H -6.56 -11.82 -10.72  0.28
H -13.98 0.07 -4.28  0.30
H -15.59 0.02 -3.48  0.30
H -7.46 -10.52 -10.82  0.39
H -14.44 -1.76 -12.47  0.34
H -16.04 -2.55 -13.85  0.30
H -14.67 -1.71 -5.91  0.36
H -6.65 -5.27 -16.19  0.38
H -16.10 -10.76 -8.78  0.33
H -17.88 -12.12 -10.82  0.23
H -17.16 -9.91 -9.97  0.32
H -5.23 -4.61 -18.16  0.36

## Properties
Charge ... -1
E_HOMO ... -7.274 eV
Total energy ... -93935.4433 eV
Multiplicity ... 1
Gap between HOMO and LUMO ... 9.0892 eV

***

(2)
Density functional theory data (ωB97M-V/def2-TZVPD) for a structure of composition C35H32CrN6OP2S4.

Last column: Mulliken charge in e.
Cartesian coordinates (Å):
Cr -0.32 -1.88 -0.39  -0.11
S -1.84 1.28 1.52  -0.78
S 3.60 -0.38 1.86  -0.26
S -1.89 -3.03 -2.20  -0.57
S 2.33 1.92 -0.59  -0.47
P 1.02 0.93 -1.76  1.27
P -1.58 1.21 -0.49  1.76
O 0.52 -5.77 1.56  -0.76
N 0.04 -3.69 0.48  -0.70
N -4.38 -3.04 -1.19  -0.56
N 2.58 -1.77 0.00  -0.17
N 1.02 0.17 2.51  -0.43
N -2.63 -2.11 0.13  0.23
N 1.52 -1.24 0.70  0.09
C -0.96 5.62 -1.81  -0.43
C -4.41 1.22 -0.58  -0.78
C -5.71 0.39 -2.43  -0.59
C 3.72 -1.40 0.45  0.40
C -0.40 0.22 -1.19  0.67
C 0.28 -4.72 1.02  0.81
C 5.85 -0.53 -0.55  -1.05
C -0.30 5.10 -0.70  -0.83
C 5.01 -1.76 -0.20  -0.47
C -1.83 4.80 -2.53  -0.80
C -0.18 1.56 -4.22  -0.40
C 0.05 3.63 -5.43  -0.50
C -6.67 -3.10 -0.46  -1.35
C 0.66 2.04 -3.21  0.61
C 3.31 -0.25 -2.90  -0.96
C -0.52 3.79 -0.31  -0.29
C -5.22 -2.77 -0.21  1.14
C -5.64 1.00 -1.18  -0.77
C 1.19 3.32 -3.33  -0.82
C -3.08 -2.71 -1.00  0.27
C -4.82 -2.21 1.00  -1.19
C 1.88 -0.47 1.68  0.01
C 1.95 -0.39 -2.64  0.78
C -3.31 0.23 -2.47  0.43
C -1.40 2.97 -1.01  0.07
C 0.88 4.11 -4.43  -0.55
C -2.04 3.49 -2.13  -0.17
C 4.01 -1.24 -3.56  -0.77
C -3.23 0.83 -1.22  -0.33
C -4.54 0.00 -3.07  -0.85
C 2.01 -2.56 -3.71  -0.77
C 3.37 -2.40 -3.96  -0.45
C -0.48 2.35 -5.32  -0.58
C 1.30 -1.55 -3.06  0.16
C -3.48 -1.88 1.11  -0.21
H -0.20 4.25 -6.28  0.35
H -4.58 -0.52 -4.02  0.38
H 4.75 -2.31 -1.10  0.21
H -6.55 1.30 -0.67  0.35
H -2.71 2.86 -2.71  0.32
H -7.31 -2.26 -0.19  0.34
H 1.50 -3.47 -4.00  0.47
H -4.34 1.67 0.40  0.40
H -2.34 5.19 -3.41  0.38
H 1.37 1.06 2.83  0.34
H -6.81 -3.34 -1.52  0.33
H -2.39 -0.10 -2.93  0.03
H 5.25 0.18 -1.12  0.15
H -5.52 -2.00 1.79  0.33
H 6.73 -0.81 -1.14  0.34
H 0.25 -1.68 -2.84  -0.45
H 6.20 -0.02 0.35  0.44
H -0.61 0.57 -4.12  0.13
H 0.07 0.29 2.11  -0.04
H 1.28 5.12 -4.50  0.41
H 0.39 5.72 -0.15  0.36
H 5.08 -1.12 -3.74  0.38
H 1.83 3.68 -2.54  0.33
H -0.79 6.64 -2.13  0.36
H 3.92 -3.19 -4.46  0.35
H -6.67 0.20 -2.89  0.34
H 3.81 0.65 -2.55  0.69
H 0.00 3.38 0.55  0.41
H -6.98 -3.96 0.13  0.32
H 5.58 -2.43 0.45  0.42
H -1.14 1.96 -6.09  0.41
H -3.08 -1.40 1.99  0.45

## Properties
Charge ... -2
Expectation value of S² ... 6.016
E_HOMO (spin up / spin down) ... -1.462 / -1.679 eV
Total energy ... -138148.7070 eV
Multiplicity ... 5
Gap between HOMO and LUMO (spin up / spin down) ... 5.5934 / 5.8101 eV

***

(3)
Density functional theory data (ωB97M-V/def2-TZVPD) for the molecule C4H3NO at a distorted geometry.

Last column: Mulliken charge in e.
Cartesian coordinates (Å):
O 0.19 2.69 0.05  -0.43
N 3.35 -0.27 0.26  -0.36
C 0.89 0.24 -0.53  -0.16
C 2.28 -0.12 -0.13  0.11
C 0.27 1.52 -0.05  0.51
C -0.27 0.19 0.46  -0.60
H -0.02 -0.31 1.50  0.24
H -1.29 0.21 0.17  0.30
H 0.75 -0.16 -1.44  0.39

## Properties
SMILES string ... N#C[C@H]1CC1=O
E_HOMO ... -9.931 eV
Total energy ... -7731.0558 eV
Multiplicity ... 1
Gap between HOMO and LUMO ... 10.1182 eV

***

(4)
Density functional theory data (ωB97M-V/def2-TZVPD) for the ion C5H15N2 with charge +1 at a distorted geometry.

Last column: Mulliken charge in e.
Cartesian coordinates (Å):
N -1.82 0.02 -1.23  -0.25
N 2.41 -0.46 0.90  -0.44
C -2.14 -0.66 1.15  -1.37
C -1.15 -0.32 0.10  0.24
C 0.99 0.94 -0.70  -0.63
C -0.11 0.82 0.37  -0.76
C 2.00 -0.25 -0.47  -0.51
H 0.74 0.98 -1.76  0.30
H -0.60 1.81 0.48  0.34
H -1.80 -1.49 1.77  0.32
H 0.46 0.72 1.33  0.49
H -3.14 -0.94 0.82  0.42
H -0.62 -1.24 -0.15  0.15
H -2.21 0.96 -1.19  0.34
H 2.85 -0.11 -1.20  0.33
H -1.12 -0.04 -1.97  0.34
H 2.63 -1.41 1.12  0.18
H -2.58 -0.67 -1.36  0.40
H -2.36 0.26 1.76  0.31
H 1.59 1.87 -0.70  0.33
H 1.46 -1.20 -0.69  0.27
H 3.09 0.14 1.33  0.19

## Properties
Charge ... +1
SMILES string ... C[C@@H]([NH3+])CCCN
E_HOMO ... -12.430 eV
Total energy ... -8401.6712 eV
Multiplicity ... 1
Gap between HOMO and LUMO ... 8.9963 eV

***

(5)
Density functional theory data (ωB97M-V/def2-TZVPD) for a cluster of 2 separate species, C6H13N2 in total.

Last column: Mulliken charge in e.
Cartesian coordinates (Å):
N 0.83 1.26 -0.40  -0.39
N 0.02 -0.71 1.38  0.24
C 1.61 0.42 -2.56  -0.73
C 1.78 0.64 -1.26  -0.22
C -1.43 -0.42 1.38  -0.51
C 0.39 2.39 -0.78  -0.40
C -2.06 -1.02 0.14  -0.96
C 0.55 -1.57 2.14  -0.06
H -1.91 -2.10 0.12  0.33
H 0.79 0.81 -3.14  0.32
H 2.62 0.19 -0.73  0.36
H -3.14 -0.87 0.09  0.34
H -1.61 -0.62 -0.76  0.29
H 2.42 -0.06 -3.09  0.25
H -1.84 -0.81 2.32  0.41
H 0.87 2.86 -1.64  0.33
H -0.41 2.92 -0.28  0.25
H -0.12 -2.17 2.74  0.26
H 1.62 -1.73 2.21  0.27
H 0.51 -0.05 0.70  0.39
H -1.49 0.66 1.42  0.25

## Properties
Charge ... +1
E_HOMO ... -13.319 eV
Total energy ... -9404.7791 eV
Multiplicity ... 1
Gap between HOMO and LUMO ... 9.0629 eV

***

(6)
Density functional theory data (ωB97M-V/def2-TZVPD) for the molecule CH4N2S at a distorted geometry.

Last column: Mulliken charge in e.
Cartesian coordinates (Å):
S 0.68 1.33 -2.13  -0.33
N 0.48 0.36 0.30  -0.14
N -0.31 -0.57 1.27  -0.54
C 0.27 0.28 -0.98  -0.06
H -1.27 -0.39 0.94  0.28
H -0.15 -0.74 -1.33  0.23
H -0.07 -1.54 1.14  0.27
H 0.37 1.27 0.80  0.30

## Properties
SMILES string ... NNC=S
E_HOMO ... -8.603 eV
Total energy ... -14915.4680 eV
Multiplicity ... 1
Gap between HOMO and LUMO ... 9.1685 eV

***

(7)
Density functional theory data (ωB97M-V/def2-TZVPD) for a structure of composition C35H29InN3O3PS at a distorted geometry.

Last column: Mulliken charge in e.
Cartesian coordinates (Å):
In -0.48 0.26 -0.29  1.32
S 2.14 0.79 0.39  1.95
P -1.64 -1.82 0.67  0.43
O -1.30 2.68 1.19  -0.50
O 2.77 -0.36 -0.19  -0.75
O 1.12 0.46 1.40  -0.79
N -1.72 1.38 1.29  0.25
N -0.88 1.33 -2.44  -0.07
N 1.18 1.52 -0.74  0.02
C -2.93 -0.19 2.71  0.70
C -1.95 1.39 -3.20  -0.12
C 5.39 2.97 1.41  -0.75
C 1.47 1.61 -2.08  0.14
C 1.72 -4.00 0.41  -0.86
C 1.95 -4.42 1.72  -0.57
C -2.74 -1.43 2.07  0.88
C 2.64 3.27 1.30  -0.56
C -3.59 -1.78 -1.26  -0.54
C 0.34 1.58 -2.96  0.36
C -0.05 -3.30 2.46  -0.64
C 0.52 1.79 -4.35  0.77
C -2.33 1.09 2.37  -0.51
C -3.81 -0.16 3.81  -1.05
C -4.31 -3.68 -2.53  -0.52
C -1.88 1.71 -4.55  -0.96
C -4.41 -2.33 -2.23  -0.86
C 2.89 1.94 -4.00  -1.00
C -4.50 -1.29 4.23  -0.80
C -0.65 1.86 -5.14  -0.52
C 0.61 -3.23 0.13  -0.36
C -4.31 -2.49 3.57  -0.78
C -3.44 -2.56 2.50  -0.63
C 4.83 4.22 1.67  0.90
C 5.70 5.40 1.94  -1.44
C 1.82 1.97 -4.86  -0.93
C -2.58 -3.95 -0.89  -0.10
C -2.67 -2.59 -0.59  0.51
C 3.23 2.06 0.98  -0.10
C -0.28 -2.90 1.15  0.65
C 2.73 1.78 -2.62  -0.44
C -3.40 -4.49 -1.86  -0.77
C 4.60 1.89 1.06  -0.19
C 3.44 4.34 1.64  -0.95
C 1.07 -4.07 2.73  -0.74
H 1.56 3.37 1.27  0.36
H -5.17 -1.23 5.06  0.45
H 3.59 1.81 -1.96  0.48
H 2.99 5.30 1.87  0.36
H -0.57 2.05 -6.20  0.49
H -5.12 -1.71 -2.75  0.45
H -3.98 0.77 4.32  0.44
H 2.82 -5.01 1.94  0.44
H -3.65 -0.73 -1.01  0.54
H -0.85 2.76 0.32  0.43
H 3.89 2.08 -4.39  0.43
H -4.95 -4.11 -3.29  0.43
H 2.41 -4.26 -0.37  0.45
H -2.90 1.21 -2.71  0.54
H -3.29 -3.49 1.98  0.50
H 5.03 0.92 0.84  0.53
H 5.12 6.32 2.01  0.36
H 1.96 2.13 -5.91  0.45
H -2.79 1.82 -5.12  0.42
H -2.49 1.89 3.09  0.42
H 0.42 -2.89 -0.89  0.50
H 6.26 5.27 2.86  0.35
H 6.46 2.84 1.47  0.44
H 1.27 -4.38 3.75  0.46
H -0.74 -3.03 3.25  0.42
H -3.34 -5.54 -2.09  0.45
H -1.87 -4.57 -0.36  0.48
H 6.43 5.51 1.13  0.36
H -4.84 -3.38 3.88  0.46

## Properties
Charge ... +2
E_HOMO ... -13.397 eV
Total energy ... -72661.8635 eV
Multiplicity ... 1
Gap between HOMO and LUMO ... 7.1002 eV

***

(8)
Density functional theory data (ωB97M-V/def2-TZVPD) for a structure of composition C6H17InNO3 at a distorted geometry.

Last column: Mulliken charge in e.
Cartesian coordinates (Å):
In 14.90 6.20 13.19  1.36
O 13.47 6.58 15.73  -0.40
O 11.91 5.44 13.56  -0.43
O 16.89 5.35 11.21  -0.22
N 17.52 4.75 13.99  -0.32
C 19.80 4.30 13.40  -1.31
C 18.57 5.06 13.01  0.24
C 18.09 4.60 11.63  -0.82
C 11.40 5.98 14.72  -0.41
C 12.43 5.78 15.88  -0.42
C 16.66 5.17 9.78  -0.72
H 17.51 3.76 14.20  0.32
H 11.01 6.99 14.58  0.36
H 20.36 4.99 14.04  0.43
H 17.76 5.10 14.90  0.35
H 11.92 6.02 16.82  0.43
H 17.46 5.62 9.21  0.33
H 18.80 6.12 12.91  0.36
H 13.96 6.74 16.54  0.36
H 20.49 4.23 12.56  0.39
H 17.93 3.52 11.59  0.49
H 19.69 3.40 14.00  0.41
H 15.74 5.66 9.46  0.32
H 18.91 4.82 10.94  0.46
H 11.15 5.12 13.07  0.34
H 10.57 5.32 14.99  0.39
H 12.68 4.72 15.98  0.34
H 16.65 4.11 9.50  0.36

## Properties
Charge ... +3
E_HOMO ... -20.915 eV
Total energy ... -19266.1963 eV
Multiplicity ... 1
Gap between HOMO and LUMO ... 3.3377 eV